{"formula": "C28H30Cl2N7O3PTi", "method": "the ωB97M-V functional and the def2-TZVPD basis", "symbols": ["Ti", "Cl", "C", "C", "C", "N", "C", "O", "C", "C", "C", "C", "C", "N", "C", "C", "C", "Cl", "N", "C", "O", "C", "C", "C", "C", "C", "N", "H", "H", "H", "H", "H", "H", "H", "H", "H", "H", "C", "N", "C", "N", "C", "N", "C", "P", "C", "C", "H", "H", "H", "H", "H", "H", "H", "H", "H", "H", "H", "H", "C", "C", "C", "O", "C", "H", "H", "H", "H", "H", "H", "H", "H"], "coordinates": [[-0.25316, -0.06668, -0.63889], [6.19560, -2.56355, -0.46317], [4.47650, -2.44592, -0.65448], [3.86252, -1.22902, -0.36482], [2.49303, -1.10086, -0.50767], [1.75267, 0.06984, -0.22107], [2.22965, 1.23399, 0.24224], [3.37340, 1.58595, 0.50080], [1.09316, 2.25371, 0.46542], [1.38192, 3.53827, 0.89188], [0.33627, 4.42721, 1.08261], [-0.96877, 4.00717, 0.86520], [-1.18312, 2.70306, 0.45582], [-0.17262, 1.85222, 0.24824], [1.70986, -2.20438, -0.95979], [2.34045, -3.40868, -1.22683], [3.71983, -3.52352, -1.07553], [4.46007, -5.05081, -1.43119], [0.34235, -1.94442, -1.10978], [-0.66862, -2.87315, -1.10389], [-0.54226, -4.09225, -1.02671], [-2.01887, -2.23007, -1.17353], [-3.15807, -3.01217, -1.26796], [-4.40381, -2.43408, -1.41937], [-4.46344, -1.02586, -1.51774], [-3.32316, -0.29096, -1.39048], [-2.08965, -0.83646, -1.15587], [4.44936, -0.39120, -0.02128], [2.41902, 3.79363, 1.05822], [0.53340, 5.44060, 1.40755], [-1.80954, 4.66978, 1.01424], [-2.18145, 2.31246, 0.29253], [1.75893, -4.26060, -1.54384], [-3.02068, -4.08563, -1.24102], [-5.29843, -3.03474, -1.49589], [-5.40223, -0.51636, -1.68888], [-3.35195, 0.79260, -1.44720], [-0.28024, -2.07750, 4.58933], [-0.95674, -2.93173, 3.61762], [-2.39895, -2.72773, 3.73653], [-2.81918, -1.33114, 3.59927], [-2.07711, -0.52700, 4.57010], [-0.62287, -0.65712, 4.48019], [-0.11521, -0.09123, 3.22609], [-0.82254, -0.93006, 1.74408], [-0.49156, -2.67212, 2.25260], [-2.59812, -0.84758, 2.23354], [0.79940, -2.19228, 4.47936], [-0.56496, -2.41415, 5.58854], [-2.70788, -3.07376, 4.72525], [-2.90759, -3.32907, 2.98123], [-2.37884, -0.84756, 5.56946], [-2.34952, 0.52332, 4.44507], [0.97498, -0.16980, 3.20386], [-0.35872, 0.97517, 3.18573], [0.58231, -2.86336, 2.18149], [-0.97729, -3.35686, 1.55406], [-3.18579, -1.43768, 1.52467], [-2.94985, 0.18568, 2.15542], [-0.24262, 2.18463, -4.49236], [0.44992, 0.88308, -4.94079], [0.68771, 0.10393, -3.64403], [-0.01707, 0.84342, -2.61228], [0.02352, 2.22500, -3.00039], [-1.31550, 2.13022, -4.67447], [0.14510, 3.06623, -4.99993], [1.39571, 1.08594, -5.44043], [-0.17660, 0.32395, -5.63224], [1.74217, 0.07110, -3.36082], [0.28498, -0.90479, -3.62895], [1.01507, 2.62940, -2.76790], [-0.72611, 2.75748, -2.41830]], "atomic_forces_ev_per_a": [[-0.8, -0.2, -0.5], [0.0, 0.0, 0.0], [0.0, 0.1, 0.0], [0.1, -0.1, 0.0], [-0.1, 0.2, 0.1], [0.0, -0.1, 0.0], [-0.2, 0.1, 0.1], [0.1, 0.0, 0.0], [0.2, -0.2, 0.0], [0.0, 0.0, 0.0], [0.1, 0.1, 0.0], [-0.1, -0.1, 0.0], [0.2, 0.2, 0.1], [0.2, 0.5, 0.2], [0.1, 0.0, 0.0], [0.0, 0.0, 0.0], [0.0, -0.1, 0.0], [0.0, 0.0, 0.0], [-0.3, 0.0, 0.1], [0.5, 0.1, 0.0], [-0.1, -0.1, 0.0], [-0.1, 0.3, -0.1], [0.1, -0.1, 0.0], [0.0, 0.3, 0.0], [-0.1, -0.2, 0.0], [0.3, 0.1, 0.1], [0.0, -0.7, -0.1], [0.0, 0.0, 0.0], [0.0, 0.0, 0.0], [0.0, 0.0, 0.0], [0.0, 0.0, 0.0], [0.0, 0.0, 0.0], [0.0, 0.0, 0.0], [0.0, 0.0, 0.0], [0.0, 0.0, 0.0], [0.0, 0.0, 0.0], [0.0, 0.0, 0.0], [0.0, 0.0, 0.0], [0.0, 0.0, 0.0], [0.0, 0.0, 0.0], [0.0, 0.0, 0.0], [0.0, 0.0, 0.0], [0.0, 0.0, -0.1], [0.0, 0.0, 0.2], [0.1, 0.2, -0.3], [0.0, 0.0, 0.1], [-0.1, 0.0, 0.1], [0.0, 0.0, 0.0], [0.0, 0.0, 0.0], [0.0, 0.0, 0.0], [0.0, 0.0, 0.0], [0.0, 0.0, 0.0], [0.0, 0.0, 0.0], [0.0, 0.0, 0.0], [0.0, 0.0, 0.0], [0.0, 0.0, 0.0], [0.0, 0.0, 0.0], [0.0, 0.0, 0.0], [0.0, 0.0, 0.0], [0.0, 0.0, 0.0], [0.0, 0.0, 0.0], [-0.1, 0.0, 0.2], [-0.1, 0.1, -0.1], [0.1, -0.1, 0.1], [0.0, 0.0, 0.0], [0.0, 0.0, 0.0], [0.0, 0.0, 0.0], [0.0, 0.0, 0.0], [0.0, 0.0, 0.0], [0.0, 0.0, 0.0], [0.0, 0.0, 0.0], [0.0, 0.0, 0.0]], "homo_ha": [-0.1976, -0.2694], "multiplicity": 3, "gap_ev": [4.857, 6.908], "fmax_ev_per_a": 0.969, "lumo_ev": [-0.52, -0.42], "relative_energy_ev": 0.195}


{"formula": "C28H30N2O2", "method": "the ωB97M-V functional and the def2-TZVPD basis", "symbols": ["C", "C", "O", "C", "C", "C", "C", "C", "C", "C", "C", "O", "H", "H", "H", "H", "H", "H", "H", "H", "H", "H", "H", "C", "N", "C", "C", "C", "C", "C", "C", "C", "C", "C", "C", "C", "C", "C", "N", "C", "C", "C", "C", "H", "H", "H", "H", "H", "H", "H", "H", "H", "H", "H", "H", "H", "H", "H", "H", "H", "H", "H"], "coordinates": [[4.60102, 0.62948, 2.69630], [3.40883, 1.52540, 2.49616], [2.31003, 0.65244, 2.13174], [1.09416, 1.28413, 2.17075], [0.01367, 0.34425, 2.11141], [-1.32831, 0.70293, 2.28613], [-1.78494, 2.05769, 2.19313], [-3.10818, 2.37775, 2.46020], [-4.02083, 1.38004, 2.84354], [-3.61890, 0.03257, 2.82967], [-2.31357, -0.31015, 2.51459], [1.03562, 2.51830, 2.20838], [5.51199, 1.13698, 2.37288], [4.69558, 0.43342, 3.76866], [4.49585, -0.32192, 2.16096], [3.15299, 2.04892, 3.42500], [3.56704, 2.26789, 1.70103], [0.29162, -0.70236, 2.04140], [-1.04916, 2.81449, 1.93446], [-3.43051, 3.41476, 2.38738], [-5.03418, 1.65450, 3.13265], [-4.34708, -0.74300, 3.07257], [-2.00175, -1.35503, 2.46485], [-5.54502, -2.75083, -1.62246], [-4.20977, -2.73141, -2.16552], [-3.88795, -3.82131, -3.06039], [-3.25100, -1.86415, -1.68909], [-2.01710, -2.36125, -1.21809], [-1.05353, -1.47987, -0.77913], [-1.18461, -0.08914, -0.98509], [-0.06153, 0.77240, -0.79116], [1.27808, 0.40317, -0.90847], [2.38249, 1.36507, -0.82853], [2.42838, 2.74014, -0.66912], [3.66597, 3.38337, -0.82735], [4.83837, 2.66291, -1.10885], [4.80411, 1.26862, -1.24632], [3.56862, 0.65599, -1.10182], [3.23607, -0.68081, -1.32837], [4.14700, -1.69428, -1.83216], [1.88979, -0.84456, -1.21567], [-2.47178, 0.40884, -1.35448], [-3.49574, -0.46435, -1.65804], [-5.69038, -1.87772, -0.98295], [-6.27242, -2.73600, -2.44043], [-5.71120, -3.66018, -1.02436], [-2.95248, -3.61586, -3.59053], [-3.79130, -4.78153, -2.53416], [-4.69434, -3.90809, -3.79815], [-1.85044, -3.43823, -1.15287], [-0.16336, -1.84494, -0.26851], [-0.24872, 1.83813, -0.67926], [1.51787, 3.28603, -0.43274], [3.72092, 4.46685, -0.72798], [5.78489, 3.19338, -1.22916], [5.68397, 0.66257, -1.45060], [5.18051, -1.34888, -1.74685], [4.02589, -2.61193, -1.24812], [3.92275, -1.92685, -2.88397], [1.43625, -1.80921, -1.43265], [-2.62293, 1.48942, -1.42165], [-4.47732, -0.09898, -1.96877]], "atomic_forces_ev_per_a": [[0.4, 0.0, 0.4], [-0.4, -0.2, -0.5], [0.1, 0.5, 0.4], [-0.3, 0.4, -0.4], [1.0, 0.3, -1.0], [-1.8, 0.3, 0.0], [-0.1, -0.5, 0.1], [0.0, -0.5, 0.2], [0.2, -0.1, -0.2], [-0.3, 0.5, 0.0], [0.5, 0.6, -0.1], [0.2, -0.7, 0.1], [0.0, -0.1, 0.0], [0.2, -0.3, -0.2], [0.0, 0.3, 0.1], [0.0, 0.0, -0.3], [-0.1, -0.2, 0.3], [0.0, 0.1, 0.1], [-0.3, -0.1, 0.1], [0.0, -0.2, 0.1], [0.2, -0.1, -0.1], [0.2, 0.2, -0.1], [-0.1, 0.2, 0.2], [0.0, 0.2, -0.1], [-0.3, -0.1, -0.4], [0.2, 0.0, 0.3], [0.3, 0.5, 0.2], [-0.1, 0.2, 0.0], [0.1, 0.1, -0.4], [-0.7, 0.0, 0.3], [-0.3, -0.4, 1.1], [1.3, -0.6, -0.3], [0.0, -0.8, -0.3], [0.6, 0.5, -0.1], [-0.5, -0.1, 0.1], [0.0, -0.5, 0.0], [0.1, 0.5, 0.2], [-0.3, -0.1, -0.3], [-0.3, 0.1, 0.1], [-0.2, -0.2, 0.0], [-0.1, 1.1, -0.1], [0.7, -0.1, 0.4], [0.1, -0.5, -0.1], [-0.1, -0.2, -0.1], [-0.1, 0.0, 0.2], [0.0, 0.1, 0.0], [-0.2, 0.0, 0.1], [0.0, 0.0, -0.1], [0.1, -0.1, 0.0], [-0.2, 0.3, 0.1], [-0.3, 0.0, -0.2], [-0.1, -0.1, 0.0], [0.3, 0.1, 0.0], [0.0, -0.3, 0.0], [-0.3, -0.2, 0.1], [0.0, 0.4, 0.0], [-0.3, -0.1, 0.0], [0.1, 0.1, -0.1], [0.1, 0.2, 0.3], [0.3, 0.4, 0.0], [0.0, -0.4, 0.0], [0.4, -0.1, 0.1]], "homo_ha": -0.2090, "gap_ev": 4.274, "fmax_ev_per_a": 1.789, "lumo_ev": -1.41, "relative_energy_ev": 3.982}


{"formula": "C28H30N2O8SeTi", "method": "the ωB97M-V functional and the def2-TZVPD basis", "symbols": ["Ti", "C", "C", "O", "C", "C", "O", "C", "C", "O", "C", "C", "O", "H", "H", "H", "H", "H", "H", "H", "H", "H", "H", "H", "H", "H", "H", "H", "H", "C", "C", "C", "C", "C", "C", "N", "N", "C", "C", "C", "C", "C", "C", "H", "H", "H", "H", "H", "H", "H", "H", "H", "Se", "O", "C", "O", "C", "C", "C", "C", "O", "C", "O", "C", "C", "H", "H", "H", "H", "H"], "coordinates": [[-0.63473, 0.91687, 0.04741], [-0.44925, -0.74104, -2.78592], [0.40130, -1.99608, -2.59419], [1.03426, -1.87012, -1.34883], [1.77764, -2.97877, -0.90960], [1.82675, -2.94717, 0.62115], [1.82321, -1.64871, 1.17129], [2.94978, -0.85940, 0.88838], [2.55108, 0.59819, 0.96501], [1.66414, 0.95100, -0.11008], [2.34153, 1.11512, -1.35634], [1.45542, 0.68741, -2.53803], [0.12897, 0.38972, -2.11122], [-1.42832, -0.88200, -2.33665], [-0.55706, -0.51209, -3.84959], [1.14442, -2.11432, -3.39428], [-0.26442, -2.86438, -2.61291], [2.78180, -2.95337, -1.35407], [1.30775, -3.91957, -1.21700], [2.69425, -3.52385, 0.96732], [0.93077, -3.41506, 1.02001], [3.34877, -1.08297, -0.10817], [3.75075, -1.04913, 1.61650], [3.43741, 1.23881, 0.91695], [2.00318, 0.80500, 1.88255], [3.24790, 0.51004, -1.35511], [2.63411, 2.16372, -1.45537], [1.88557, -0.19342, -3.00578], [1.42117, 1.48545, -3.28423], [3.03693, 4.99463, -1.87169], [2.76202, 4.63425, -0.55775], [1.59209, 3.95992, -0.24520], [0.69163, 3.66528, -1.25932], [0.94467, 4.03664, -2.57135], [2.12665, 4.69620, -2.87664], [-0.49923, 2.92833, -0.93833], [-1.54710, 3.46314, -1.36474], [-2.71402, 2.72474, -1.08622], [-3.92748, 3.28354, -1.48421], [-5.09609, 2.62893, -1.14651], [-5.02874, 1.44803, -0.40845], [-3.80605, 0.90965, -0.02450], [-2.60843, 1.53225, -0.36354], [3.95521, 5.51399, -2.11167], [3.46217, 4.87959, 0.22998], [1.36170, 3.65291, 0.76726], [0.21589, 3.80283, -3.33728], [2.33267, 4.98260, -3.89932], [-3.93378, 4.21527, -2.03497], [-6.05438, 3.03632, -1.43945], [-5.94499, 0.94326, -0.12849], [-3.79146, -0.00788, 0.55112], [-0.54903, 1.75334, 2.11697], [-1.87914, -2.74361, -0.71986], [-1.58965, -2.08281, 0.25827], [-1.21666, -0.82857, 0.16622], [-1.53290, -2.69606, 1.62132], [-1.91181, -4.02630, 1.75212], [-1.85154, -4.68451, 2.98166], [-1.39496, -3.94908, 4.04769], [-1.24878, -4.35061, 5.34289], [-0.68087, -3.23724, 6.03792], [-0.61854, -2.13918, 5.13694], [-1.01826, -2.62346, 3.91831], [-1.07434, -1.95899, 2.72390], [-2.25628, -4.54766, 0.87026], [-2.14831, -5.71714, 3.09320], [0.32779, -3.49805, 6.36983], [-1.31873, -2.97971, 6.88378], [-0.77603, -0.92462, 2.63066]], "atomic_forces_ev_per_a": [[0.4, 0.1, 0.5], [0.0, 0.0, 0.1], [0.0, -0.1, 0.0], [-0.1, -0.1, 0.2], [0.0, 0.0, -0.1], [0.0, 0.0, 0.0], [0.0, 0.1, 0.0], [0.1, 0.0, 0.0], [0.1, -0.1, 0.0], [-0.2, -0.1, -0.3], [0.0, 0.0, -0.1], [0.0, 0.1, 0.0], [0.0, 0.1, 0.0], [0.0, 0.0, 0.0], [0.0, 0.0, 0.0], [0.0, 0.0, 0.0], [0.0, 0.0, 0.0], [0.0, 0.0, 0.0], [0.0, 0.0, 0.0], [0.0, 0.0, 0.0], [-0.1, 0.0, 0.0], [0.0, 0.0, 0.0], [0.0, 0.0, 0.0], [0.0, 0.0, 0.0], [0.0, 0.0, 0.0], [0.0, 0.0, 0.0], [0.0, -0.2, 0.0], [0.0, 0.0, 0.0], [0.0, 0.0, 0.0], [0.0, 0.0, 0.0], [0.0, 0.0, 0.0], [-0.1, 0.1, 0.1], [-0.2, 0.1, 0.1], [0.0, 0.1, 0.0], [0.0, 0.0, 0.0], [-0.3, 0.2, -0.3], [0.2, -0.2, -0.1], [0.1, 0.1, 0.2], [0.0, 0.0, 0.0], [0.0, 0.0, 0.0], [0.0, 0.0, 0.0], [-0.1, -0.1, -0.1], [0.1, 0.2, -0.2], [0.0, 0.0, 0.0], [0.0, 0.0, 0.0], [0.0, 0.0, 0.0], [0.0, 0.0, 0.0], [0.0, 0.0, 0.0], [0.0, 0.0, 0.0], [0.0, 0.0, 0.0], [0.0, 0.0, 0.0], [0.0, 0.0, 0.0], [-0.1, 0.1, 0.0], [-0.3, 0.0, -0.1], [0.5, -0.2, -0.1], [-0.2, -0.3, 0.3], [-0.1, 0.1, 0.0], [0.0, 0.0, 0.0], [0.0, 0.0, -0.1], [0.0, 0.0, 0.0], [0.0, 0.0, 0.0], [0.0, 0.0, 0.0], [0.0, 0.0, 0.0], [0.0, 0.0, 0.0], [0.0, 0.0, 0.0], [0.0, 0.0, 0.0], [0.0, 0.0, 0.0], [0.0, 0.0, 0.0], [0.0, 0.0, 0.0], [0.0, 0.0, 0.0]], "homo_ha": -0.2775, "gap_ev": 7.000, "fmax_ev_per_a": 0.628, "lumo_ev": -0.55, "relative_energy_ev": 0.014}